{
  "formula": "C35H82NO28P5S4",
  "method": "the ωB97M-V functional and the def2-TZVPD basis",
  "species": ["C", "O", "P", "O", "O", "C", "O", "C", "H", "H", "H", "H", "H", "H", "H", "H", "H", "C", "O", "P", "O", "O", "C", "O", "C", "H", "H", "H", "H", "H", "H", "H", "H", "H", "C", "O", "P", "O", "O", "C", "O", "C", "H", "H", "H", "H", "H", "H", "H", "H", "H", "C", "O", "P", "O", "O", "C", "O", "C", "H", "H", "H", "H", "H", "H", "H", "H", "H", "C", "O", "P", "O", "O", "C", "O", "C", "H", "H", "H", "H", "H", "H", "H", "H", "H", "O", "S", "O", "C", "C", "C", "C", "H", "H", "H", "H", "H", "H", "H", "H", "O", "S", "O", "C", "C", "C", "C", "H", "H", "H", "H", "H", "H", "H", "H", "O", "S", "O", "C", "C", "C", "C", "H", "H", "H", "H", "H", "H", "H", "H", "O", "S", "O", "C", "C", "C", "C", "H", "H", "H", "H", "H", "H", "H", "H", "C", "C", "C", "N", "C", "H", "H", "H", "H", "H"],
  "xyz": [[-0.1093, 1.5301, -5.0023], [-0.3403, 0.6178, -3.9345], [-0.5436, -0.9255, -4.2109], [-0.8177, -1.6456, -2.9694], [-1.6924, -1.0392, -5.2970], [-2.9710, -1.4744, -4.8306], [0.7013, -1.3651, -5.0452], [2.0284, -1.3702, -4.4809], [-0.9272, 2.2614, -5.0095], [-0.0859, 1.0727, -5.9893], [0.7728, 2.1459, -4.8274], [-3.6934, -1.1022, -5.5542], [-3.1642, -1.1225, -3.8205], [-3.0875, -2.5594, -4.8379], [2.1593, -0.6443, -3.6811], [2.6930, -1.1584, -5.3182], [2.2859, -2.3797, -4.1667], [2.7640, -7.8380, 0.0403], [1.9647, -6.6551, -0.0652], [1.0863, -6.0327, 1.1034], [1.7768, -6.0158, 2.3885], [0.7297, -4.6509, 0.4784], [0.1426, -4.5670, -0.8421], [-0.2765, -6.8409, 1.0554], [-0.4790, -7.8829, 2.0027], [3.8182, -7.5828, 0.1799], [2.7044, -8.4154, -0.8833], [2.4068, -8.4548, 0.8693], [0.8329, -4.0138, -1.4703], [-0.8011, -4.0307, -0.7464], [-0.0819, -5.5470, -1.2568], [0.3940, -8.0857, 2.6191], [-0.7155, -8.7873, 1.4407], [-1.3302, -7.6413, 2.6337], [-3.8741, 2.1098, -5.4799], [-3.2767, 3.2212, -4.7995], [-4.1031, 3.8907, -3.6184], [-5.5203, 4.0441, -3.8727], [-3.7584, 3.0995, -2.3076], [-2.4810, 2.5467, -1.9927], [-3.2956, 5.2283, -3.3752], [-3.5229, 6.3741, -4.1882], [-4.1066, 2.3735, -6.5037], [-4.7051, 1.6972, -4.9040], [-3.1565, 1.2822, -5.4780], [-2.3795, 2.4055, -0.9167], [-1.6267, 3.1283, -2.3645], [-2.3079, 1.5673, -2.4592], [-2.5799, 6.8002, -4.5320], [-4.0097, 7.1325, -3.5763], [-4.1340, 6.1517, -5.0610], [-3.7082, -1.8631, -0.2890], [-4.2459, -2.8112, 0.6221], [-4.1431, -2.5633, 2.1775], [-4.5445, -3.7135, 2.9701], [-4.9689, -1.2393, 2.4084], [-6.1656, -1.2827, 3.1475], [-2.6615, -2.0685, 2.4034], [-1.5930, -3.0367, 2.1411], [-4.5343, -1.2696, -0.6953], [-3.2122, -2.3645, -1.1193], [-2.9996, -1.1896, 0.1861], [-5.9745, -0.8444, 4.1287], [-6.5689, -2.2784, 3.3306], [-6.9400, -0.7046, 2.6509], [-1.9147, -4.0221, 2.4845], [-0.7343, -2.7241, 2.7240], [-1.3497, -3.0257, 1.0802], [0.3858, -1.7543, 5.4541], [-0.3532, -1.4152, 6.6453], [-1.4071, -0.2579, 6.5083], [-0.7917, 1.0180, 6.1491], [-2.5677, -0.7036, 5.5242], [-3.3238, -1.8843, 5.9452], [-2.0913, -0.3490, 7.9146], [-3.1161, 0.5933, 8.2860], [0.2024, -1.1291, 4.5803], [0.1906, -2.8053, 5.2425], [1.4508, -1.6695, 5.6759], [-4.3625, -1.5736, 5.8685], [-3.0426, -2.1994, 6.9477], [-3.1224, -2.7086, 5.2621], [-3.8315, 0.0895, 8.9244], [-3.5799, 0.9975, 7.3819], [-2.6656, 1.4374, 8.8081], [0.7834, 5.8942, 1.9263], [1.4737, 5.6783, 0.6795], [2.6826, 4.8947, 0.6821], [0.2021, 5.0398, -0.4550], [0.2368, 6.0406, -1.5947], [0.5142, 7.4272, -1.0197], [1.7556, 7.2626, -0.1620], [-0.7137, 5.0404, 0.1278], [0.5001, 4.0295, -0.7321], [1.0994, 5.8298, -2.2422], [-0.6468, 5.9184, -2.2225], [-0.2984, 7.7276, -0.3428], [0.5080, 8.2002, -1.7850], [2.0251, 8.0354, 0.5510], [2.6515, 7.1101, -0.7726], [2.4171, 2.0833, -2.4535], [3.7541, 2.4525, -2.8474], [4.1631, 2.4355, -4.2322], [4.2710, 4.0434, -2.2064], [5.4055, 3.7675, -1.2161], [6.0413, 2.4638, -1.7027], [4.9628, 1.4337, -1.9613], [3.3728, 4.4963, -1.7906], [4.6009, 4.6541, -3.0442], [6.0902, 4.5997, -1.0858], [4.9287, 3.6272, -0.2424], [6.8481, 2.1954, -1.0137], [6.6487, 2.5795, -2.6105], [4.5513, 1.1414, -0.9951], [5.2001, 0.6176, -2.6310], [3.1802, -3.6249, -2.2020], [4.4094, -3.2514, -1.5354], [5.0166, -1.9970, -1.9097], [4.0878, -3.2172, 0.2438], [4.7925, -4.4306, 0.7871], [6.0365, -4.7331, -0.0436], [5.5739, -4.6238, -1.5029], [3.0135, -3.0962, 0.3541], [4.5201, -2.2795, 0.5969], [5.0771, -4.2414, 1.8211], [4.1239, -5.2914, 0.7357], [6.5102, -5.6902, 0.1579], [6.8080, -3.9693, 0.1121], [5.0488, -5.5507, -1.7467], [6.3316, -4.4815, -2.2704], [1.7353, -1.5211, 1.8726], [1.9878, -0.3231, 1.0962], [3.3639, 0.0454, 0.8271], [1.0265, -0.4253, -0.4627], [0.0272, 0.7287, -0.4651], [-0.2359, 1.0385, 1.0238], [1.0717, 1.0709, 1.7699], [0.7626, -1.4719, -0.6050], [1.7746, -0.2620, -1.2482], [0.2735, 1.6035, -1.0579], [-0.9267, 0.3459, -0.8144], [-0.9663, 0.3498, 1.4444], [-0.6810, 2.0374, 1.0900], [1.0686, 1.0093, 2.8554], [1.7019, 1.9164, 1.4756], [-3.2154, 2.4465, 2.1114], [-2.5904, 3.7201, 2.0933], [-1.6906, 3.7353, 3.1268], [-1.7084, 2.4914, 3.7095], [-2.6643, 1.7241, 3.1444], [-4.0027, 2.1190, 1.4518], [-2.7571, 4.5098, 1.3775], [-0.9588, 4.4226, 3.5168], [-1.0326, 2.1714, 4.3854], [-2.9443, 0.7395, 3.4663]],
  "smiles": "COP(=O)(OC)OC.COP(=O)(OC)OC.COP(=O)(OC)OC.COP(=O)(OC)OC.COP(=O)(OC)OC.O=S1(=O)CCCC1.O=S1(=O)CCCC1.O=S1(=O)CCCC1.O=S1(=O)CCCC1.c1cc[nH]c1",
  "e_homo_ev": -7.82,
  "molar_mass_g_mol": 1248.2,
  "lumo_energy_ha": 0.01281,
  "charge": 0,
  "max_force_ev_per_a": 2.217
}